(1)
{
  "formula": "C11H14N2OS",
  "method": "ωB97M-V/def2-TZVPD",
  "gap_ha": [0.2891, 0.2892],
  "lumo_energy_ev": [-0.013, -0.012],
  "de_lowest_kj_mol": 620.6,
  "molar_mass_g_mol": 222.313,
  "elements": ["C", "C", "C", "C", "C", "C", "C", "C", "C", "C", "C", "N", "N", "O", "S", "H", "H", "H", "H", "H", "H", "H", "H", "H", "H", "H", "H", "H", "H"],
  "positions_angstrom": [[0.215, 4.439, 0.544], [-0.593, 4.065, -0.526], [0.588, 3.527, 1.468], [-0.970, 2.788, -0.702], [0.365, 2.204, 1.177], [-0.448, 1.806, 0.147], [1.204, -1.500, -0.926], [1.573, -2.787, -0.458], [0.287, -3.603, -0.177], [-0.637, -3.086, 0.811], [-1.199, -1.680, 0.494], [-0.251, -0.664, 0.333], [-0.818, 0.441, -0.134], [1.282, 0.359, -2.608], [1.896, -0.939, -2.296], [0.358, 5.539, 0.631], [-0.967, 4.844, -1.249], [0.951, 3.862, 2.437], [-1.660, 2.602, -1.505], [0.960, 1.387, 1.701], [2.143, -3.223, -1.254], [2.067, -2.773, 0.460], [-0.276, -3.548, -1.144], [0.679, -4.616, 0.025], [-1.531, -3.721, 0.993], [-0.156, -3.001, 1.873], [-1.887, -1.744, -0.432], [-1.850, -1.306, 1.265], [-1.324, 0.329, -0.947]]
}


(2)
{
  "formula": "C11H14N2S2",
  "method": "ωB97M-V/def2-TZVPD",
  "gap_ha": 0.3243,
  "lumo_energy_ev": 0.512,
  "de_lowest_kj_mol": 94.9,
  "molar_mass_g_mol": 238.381,
  "elements": ["C", "C", "C", "C", "C", "C", "C", "C", "C", "C", "C", "N", "N", "S", "S", "H", "H", "H", "H", "H", "H", "H", "H", "H", "H", "H", "H", "H", "H"],
  "positions_angstrom": [[3.848, 0.004, -0.224], [3.031, 1.158, -0.472], [3.383, -1.304, -0.041], [1.653, 1.015, -0.442], [1.971, -1.432, -0.190], [1.160, -0.272, -0.373], [0.051, -2.179, 0.127], [-1.045, -2.977, 0.664], [-1.062, 1.433, -1.579], [-1.356, 1.397, 1.773], [-1.386, -0.171, -0.585], [1.273, -2.525, 0.097], [-0.146, -0.806, -0.251], [-2.298, -1.050, -1.845], [-2.377, 0.141, 0.867], [4.901, 0.076, -0.232], [3.409, 2.235, -0.507], [4.014, -2.168, 0.262], [1.024, 1.866, -0.674], [-1.918, -2.628, 0.080], [-0.900, -4.010, 0.436], [-1.429, -2.876, 1.684], [-1.919, 1.556, -2.134], [-0.955, 2.238, -0.950], [-0.216, 1.037, -2.083], [-1.068, 2.263, 1.085], [-0.388, 0.872, 2.055], [-2.189, 1.735, 2.485], [-3.301, -0.305, -1.399]]
}